Below is 2 unconnected molecules or ions with the total composition C2H4FPSi, with properties calculated with the ωB97M-V functional and the def2-TZVPD basis.

Cartesian coordinates (Å):
C  2.531  0.285  -1.462
P  3.261  -0.703  -0.158
C  2.729  0.921  -0.264
H  2.722  1.808  0.234
F  0.783  -1.374  0.508
Si  -0.691  -0.898  0.057
H  -1.557  -2.217  0.100
H  -1.175  0.054  1.016
H  -0.498  -0.394  -1.262

**Gap between HOMO and LUMO**: 7.87 eV
**E_LUMO**: -0.5 eV
**Relative energy (zero: lowest compared OMol25 entry of this formula, charge and spin)**: 33.86 kcal per mole
**Strongest force on any atom**: 3.8 eV Å⁻¹
**SMILES**: C1#P=C1.F[SiH3]
**HOMO**: -8.37 eV
**2S+1**: 1
**E_tot**: -809.19632 Ha

These are the Mulliken partial charges, in e, on atoms 1 to 2: number 1, C, carries -0.4577; number 2, P, carries 0.1513

Below is a molecular structure, C2H4HgLiO2, with properties calculated with the ωB97M-V functional and the def2-TZVPD basis.

Cartesian coordinates (Å):
O  2.242  -0.120  2.067
H  2.749  -0.456  2.803
C  -0.030  -0.296  -1.764
C  -0.952  0.219  -0.920
O  -0.906  0.215  0.398
H  0.815  -0.889  -1.400
H  -0.167  -0.198  -2.841
H  -1.866  0.651  -1.365
Hg  -2.559  1.112  1.721
Li  0.673  -0.240  1.302

**Total charge**: -1
**Gap between HOMO and LUMO (spin up / spin down)**: 4.03 / 5.83 eV
**E_LUMO (spin up / spin down)**: 3.3 / 1.0 eV
**Relative energy (zero: lowest compared OMol25 entry of this formula, charge and spin)**: 0.00 kcal per mole
**Strongest force on any atom**: 1.2 eV Å⁻¹
**HOMO (spin up / spin down)**: -0.75 / -4.84 eV
**⟨S²⟩**: 2.00
**2S+1**: 3
**E_tot**: -389.99330 Ha

These are the Mulliken partial charges, in e, on atoms 1 to 2: number 1, O, carries -1.0303; number 2, H, carries 0.1309

Below is a molecular structure, C2H4HgLiO2, with properties calculated with the ωB97M-V functional and the def2-TZVPD basis.

Cartesian coordinates (Å):
O  2.090  0.100  1.239
H  2.815  -0.523  1.228
C  0.301  -0.432  -1.122
C  -0.805  0.292  -0.742
O  -1.335  0.255  0.483
H  0.527  -1.360  -0.581
H  0.690  -0.299  -2.134
H  -1.535  0.520  -1.541
Li  -2.921  1.098  1.065
Hg  0.173  0.348  2.105

**Total charge**: -1
**Gap between HOMO and LUMO (spin up / spin down)**: 3.69 / 6.61 eV
**E_LUMO (spin up / spin down)**: 3.2 / 2.3 eV
**Relative energy (zero: lowest compared OMol25 entry of this formula, charge and spin)**: 27.06 kcal per mole
**Strongest force on any atom**: 2.6 eV Å⁻¹
**HOMO (spin up / spin down)**: -0.53 / -4.31 eV
**⟨S²⟩**: 2.01
**2S+1**: 3
**E_tot**: -389.95018 Ha

These are the Mulliken partial charges, in e, on atoms 1 to 2: number 1, O, carries -0.8391; number 2, H, carries 0.1811

Below is a molecular structure, C2H4I2N2O, with properties calculated with the ωB97M-V functional and the def2-TZVPD basis.

Cartesian coordinates (Å):
C  1.485  0.484  -0.474
C  0.217  -0.248  -0.683
N  -0.949  -0.794  1.506
N  -0.644  0.364  -1.381
O  -1.941  -1.120  0.993
I  -2.564  -0.323  -1.370
I  -0.932  0.965  2.739
H  2.311  -0.109  -0.587
H  1.616  1.494  -0.972
H  1.344  0.643  0.674
H  0.057  -1.357  -0.446

**Gap between HOMO and LUMO**: 7.98 eV
**E_LUMO**: -1.2 eV
**Relative energy (zero: lowest compared OMol25 entry of this formula, charge and spin)**: 74.77 kcal per mole
**Strongest force on any atom**: 3.9 eV Å⁻¹
**HOMO**: -9.16 eV
**2S+1**: 1
**E_tot**: -858.57929 Ha

These are the Mulliken partial charges, in e, on atoms 1 to 2: number 1, C, carries -0.6112; number 2, C, carries 0.0556

Below is a molecular structure, C2H4I2NO3, with properties calculated with the ωB97M-V functional and the def2-TZVPD basis.

Cartesian coordinates (Å):
C  -1.093  -0.105  -0.579
C  0.343  0.384  -0.194
N  1.063  -0.401  0.881
O  -1.393  -0.029  -1.711
O  1.211  0.006  -1.253
O  -1.676  -0.436  0.502
I  0.252  2.460  0.389
I  -3.726  -0.777  0.419
H  0.659  -0.215  1.806
H  2.023  -0.160  0.944
H  1.156  -1.436  0.702
H  1.180  0.710  -1.906

**Total charge**: +1
**Gap between HOMO and LUMO**: 8.54 eV
**E_LUMO**: -5.3 eV
**Relative energy (zero: lowest compared OMol25 entry of this formula, charge and spin)**: 26.15 kcal per mole
**Strongest force on any atom**: 3.1 eV Å⁻¹
**HOMO**: -13.88 eV
**2S+1**: 1
**E_tot**: -954.17157 Ha

These are the Mulliken partial charges, in e, on atoms 1 to 2: number 1, C, carries 0.7817; number 2, C, carries -0.0202

Below is a molecular structure, C2H4I2O, with properties calculated with the ωB97M-V functional and the def2-TZVPD basis.

Cartesian coordinates (Å):
C  -0.244  1.951  1.468
C  -2.649  -0.121  -0.337
O  -1.924  0.079  -1.407
I  -4.148  1.385  0.059
I  -3.292  -2.176  -0.026
H  0.343  1.389  0.699
H  0.175  2.007  2.404
H  -1.235  2.266  1.233
H  -1.018  -0.455  -1.541

**Gap between HOMO and LUMO (spin up / spin down)**: 8.12 / 7.53 eV
**E_LUMO (spin up / spin down)**: -0.8 / -0.4 eV
**Relative energy (zero: lowest compared OMol25 entry of this formula, charge and spin)**: 96.38 kcal per mole
**Strongest force on any atom**: 3.5 eV Å⁻¹
**HOMO (spin up / spin down)**: -8.92 / -7.92 eV
**2S+1**: 1
**E_tot**: -749.06197 Ha

These are the Mulliken partial charges, in e, on atoms 1 to 2: number 1, C, carries -0.7250; number 2, C, carries -0.0574

Below is a molecular structure, C2H4I2O, with properties calculated with the ωB97M-V functional and the def2-TZVPD basis.

Cartesian coordinates (Å):
C  -0.558  -0.894  0.708
C  -1.260  0.061  -1.313
O  -0.391  -0.797  -0.725
I  -3.200  -0.840  -1.894
I  -0.325  0.872  -3.203
H  0.115  -1.702  0.870
H  -1.515  -1.419  0.959
H  -0.420  -0.052  1.286
H  -1.499  1.023  -0.783

**Gap between HOMO and LUMO**: 8.73 eV
**E_LUMO**: -0.4 eV
**Relative energy (zero: lowest compared OMol25 entry of this formula, charge and spin)**: 21.01 kcal per mole
**Strongest force on any atom**: 4.4 eV Å⁻¹
**HOMO**: -9.15 eV
**2S+1**: 1
**E_tot**: -749.18208 Ha

These are the Mulliken partial charges, in e, on atoms 1 to 2: number 1, C, carries -0.7044; number 2, C, carries -0.5314

Below is 3 unconnected molecules or ions with the total composition C2H4INO, with properties calculated with the ωB97M-V functional and the def2-TZVPD basis.

Cartesian coordinates (Å):
C  -0.692  0.972  1.573
C  -0.298  0.663  -1.612
N  -0.677  0.115  2.348
O  0.877  0.847  -1.701
I  1.617  -2.063  0.392
H  -0.746  0.222  -0.760
H  -0.852  0.969  -2.491
H  -0.507  -0.406  3.198
H  1.279  -1.319  -0.946

**Gap between HOMO and LUMO**: 10.36 eV
**E_LUMO**: 0.5 eV
**Relative energy (zero: lowest compared OMol25 entry of this formula, charge and spin)**: 45.53 kcal per mole
**Strongest force on any atom**: 1.7 eV Å⁻¹
**HOMO**: -9.85 eV
**2S+1**: 1
**E_tot**: -506.20160 Ha

These are the Mulliken partial charges, in e, on atoms 1 to 2: number 1, C, carries -0.1124; number 2, C, carries -0.1246

Below is 2 unconnected molecules or ions with the total composition C2H4INO, with properties calculated with the ωB97M-V functional and the def2-TZVPD basis.

Cartesian coordinates (Å):
C  -0.745  0.478  -0.168
C  1.281  -0.703  0.284
N  -0.718  1.120  -1.190
O  -0.014  -0.189  0.619
I  -3.192  0.285  1.445
H  1.680  -1.104  1.211
H  1.879  0.042  -0.072
H  1.353  -1.528  -0.581
H  -1.524  1.598  -1.548

**Gap between HOMO and LUMO (spin up / spin down)**: 7.28 / 7.28 eV
**E_LUMO (spin up / spin down)**: -1.3 / -1.3 eV
**Relative energy (zero: lowest compared OMol25 entry of this formula, charge and spin)**: 44.50 kcal per mole
**Strongest force on any atom**: 3.7 eV Å⁻¹
**HOMO (spin up / spin down)**: -8.56 / -8.56 eV
**2S+1**: 1
**E_tot**: -506.20323 Ha

These are the Mulliken partial charges, in e, on atoms 1 to 2: number 1, C, carries 0.3626; number 2, C, carries -0.6555

Below is C2H4INO2 in the gas phase, with properties calculated with the ωB97M-V functional and the def2-TZVPD basis.

Cartesian coordinates (Å):
C  0.404  -0.649  0.660
C  -0.236  0.065  -0.482
N  -0.553  1.369  -0.516
O  -0.146  2.116  0.583
O  -0.666  -0.697  -1.450
I  -0.154  -2.895  -1.835
H  -0.394  -1.167  1.173
H  1.138  -1.427  0.312
H  0.952  0.192  1.298
H  -0.345  3.092  0.258

**Gap between HOMO and LUMO (spin up / spin down)**: 5.51 / 5.50 eV
**E_LUMO (spin up / spin down)**: -3.0 / -3.0 eV
**Relative energy (zero: lowest compared OMol25 entry of this formula, charge and spin)**: 91.19 kcal per mole
**Strongest force on any atom**: 3.9 eV Å⁻¹
**SMILES**: C/C(=N\O)OI
**HOMO (spin up / spin down)**: -8.47 / -8.46 eV
**2S+1**: 1
**E_tot**: -581.38656 Ha

These are the Mulliken partial charges, in e, on atoms 1 to 2: number 1, C, carries -1.0094; number 2, C, carries 0.8696

Below is 2 unconnected molecules or ions with the total composition C2H4INS2, with properties calculated with the ωB97M-V functional and the def2-TZVPD basis.

Cartesian coordinates (Å):
S  -0.698  2.494  -0.330
C  -0.687  0.902  0.190
N  -0.563  0.064  1.114
C  -0.713  -0.473  -0.271
S  -2.303  -1.407  -0.747
H  -0.546  3.088  0.780
H  0.225  -0.909  -0.627
H  -3.145  -0.977  0.366
I  4.032  -0.667  -0.508
H  4.397  -2.114  0.034

**Gap between HOMO and LUMO**: 9.44 eV
**E_LUMO**: 0.4 eV
**Relative energy (zero: lowest compared OMol25 entry of this formula, charge and spin)**: 32.15 kcal per mole
**Strongest force on any atom**: 2.5 eV Å⁻¹
**SMILES**: SC1=N[C@H]1S.I
**HOMO**: -9.02 eV
**2S+1**: 1
**E_tot**: -1227.33145 Ha

These are the Mulliken partial charges, in e, on atoms 1 to 2: number 1, S, carries -0.1984; number 2, C, carries 0.2138

Below is a molecular structure, C2H4InNO5, with properties calculated with the ωB97M-V functional and the def2-TZVPD basis.

Cartesian coordinates (Å):
In  -0.934  -2.388  4.778
N  1.115  2.752  2.619
O  1.107  1.626  3.010
O  1.987  3.457  2.993
O  0.244  3.136  1.831
O  -1.320  -1.479  -0.207
C  -0.718  -1.721  -1.473
C  -0.209  -0.486  -2.294
O  -1.017  0.616  -2.661
H  -1.419  -2.241  -2.126
H  0.179  -2.333  -1.381
H  0.262  -0.834  -3.214
H  0.722  -0.105  -1.876

**Gap between HOMO and LUMO**: 2.45 eV
**E_LUMO**: -3.9 eV
**Relative energy (zero: lowest compared OMol25 entry of this formula, charge and spin)**: 58.63 kcal per mole
**Strongest force on any atom**: 7.7 eV Å⁻¹
**HOMO**: -6.38 eV
**2S+1**: 1
**E_tot**: -699.18439 Ha

These are the Mulliken partial charges, in e, on atoms 1 to 2: number 1, In, carries 0.9904; number 2, N, carries 1.0659

Repeat the fourth record exactly.
Below is a molecular structure, C2H4I2N2O, with properties calculated with the ωB97M-V functional and the def2-TZVPD basis.

Cartesian coordinates (Å):
C  1.485  0.484  -0.474
C  0.217  -0.248  -0.683
N  -0.949  -0.794  1.506
N  -0.644  0.364  -1.381
O  -1.941  -1.120  0.993
I  -2.564  -0.323  -1.370
I  -0.932  0.965  2.739
H  2.311  -0.109  -0.587
H  1.616  1.494  -0.972
H  1.344  0.643  0.674
H  0.057  -1.357  -0.446

**Gap between HOMO and LUMO**: 7.98 eV
**E_LUMO**: -1.2 eV
**Relative energy (zero: lowest compared OMol25 entry of this formula, charge and spin)**: 74.77 kcal per mole
**Strongest force on any atom**: 3.9 eV Å⁻¹
**HOMO**: -9.16 eV
**2S+1**: 1
**E_tot**: -858.57929 Ha

These are the Mulliken partial charges, in e, on atoms 1 to 2: number 1, C, carries -0.6112; number 2, C, carries 0.0556

What did the tenth record say?
Below is C2H4INO2 in the gas phase, with properties calculated with the ωB97M-V functional and the def2-TZVPD basis.

Cartesian coordinates (Å):
C  0.404  -0.649  0.660
C  -0.236  0.065  -0.482
N  -0.553  1.369  -0.516
O  -0.146  2.116  0.583
O  -0.666  -0.697  -1.450
I  -0.154  -2.895  -1.835
H  -0.394  -1.167  1.173
H  1.138  -1.427  0.312
H  0.952  0.192  1.298
H  -0.345  3.092  0.258

**Gap between HOMO and LUMO (spin up / spin down)**: 5.51 / 5.50 eV
**E_LUMO (spin up / spin down)**: -3.0 / -3.0 eV
**Relative energy (zero: lowest compared OMol25 entry of this formula, charge and spin)**: 91.19 kcal per mole
**Strongest force on any atom**: 3.9 eV Å⁻¹
**SMILES**: C/C(=N\O)OI
**HOMO (spin up / spin down)**: -8.47 / -8.46 eV
**2S+1**: 1
**E_tot**: -581.38656 Ha

These are the Mulliken partial charges, in e, on atoms 1 to 2: number 1, C, carries -1.0094; number 2, C, carries 0.8696